# 1
# C12H21BrClFN3O4S

A cluster of 2 separate species, C12H21BrClFN3O4S in total at a distorted geometry (ωB97M-V with the def2-TZVPD basis set, the OMol25 dataset).

Kohn-Sham gap ... 6.82 eV
LUMO energy ... -5.076 eV
E_HOMO ... -11.896 eV
Strongest force on any atom ... 9.7 eV/A
Calculated total energy ... -121542.955 eV

Structure (ORCA input):
```
! wB97M-V def2-TZVPD RIJCOSX def2/J DEFGRID3
* xyz 1 1
C 2.79155 1.48371 2.71356
C 1.24928 1.78341 3.27780
C 0.30561 0.40505 3.27519
C -0.11889 0.09658 1.72189
N -1.28767 0.58454 0.87284
C -2.33409 1.50251 1.46484
Cl -4.08622 1.10499 0.96284
C -1.95536 3.12095 1.27846
C -3.22415 3.92824 0.61893
C -1.10724 -0.01427 -0.50444
C -2.07240 0.23790 -1.80558
C -1.67187 1.60261 -2.67852
O -2.51018 2.67445 -2.73691
Br 0.04784 1.76756 -3.72587
C 0.21608 -0.98582 -0.55670
S 0.95265 -2.02799 -1.93574
O 0.62560 -1.53376 -3.36696
O 0.30331 -3.45685 -1.79456
F 2.66095 -2.04677 -1.76551
N 0.72870 -0.81894 0.85976
N 1.87603 -1.54963 1.12607
H 3.40345 0.82572 3.49933
H 2.78736 0.85953 1.71118
H 3.38030 2.49665 2.48522
H 1.32652 2.26737 4.36417
H 0.68490 2.58692 2.59966
H 0.98469 -0.44978 3.75691
H -0.65403 0.62888 3.91687
H -2.29461 1.32843 2.64529
H -1.76670 3.58688 2.36140
H -0.93389 3.26743 0.70101
H -2.87848 5.04660 0.45956
H -4.16748 3.93575 1.31557
H -3.48714 3.51826 -0.46717
H -1.85990 -0.66636 -2.55552
H -3.22210 0.20621 -1.58855
H 1.78182 -2.55491 0.81177
H 2.13064 -1.50078 2.15042
C 2.21151 -5.69999 -4.57922
O 2.64013 -5.56683 -3.23643
H 2.65716 -6.60117 -5.00667
H 1.12251 -5.78550 -4.60832
H 2.53475 -4.82854 -5.15397
H 2.22907 -4.75922 -2.88391
*
```

# 2
# C12H21Cl2NdO3PRu

A structure of composition C12H21Cl2NdO3PRu at a distorted geometry (ωB97M-V with the def2-TZVPD basis set, the OMol25 dataset).

Kohn-Sham gap (spin up / spin down) ... 5.74 / 4.32 eV
LUMO energy (spin up / spin down) ... -14.936 / -18.068 eV
E_HOMO (spin up / spin down) ... -20.678 / -22.389 eV
Strongest force on any atom ... 12.7 eV/A
Calculated total energy ... -71068.924 eV

Structure (ORCA input):
```
! wB97M-V def2-TZVPD RIJCOSX def2/J DEFGRID3
* xyz 4 9
Nd -4.42066 -2.84515 -3.62060
Ru 0.17314 -0.31301 -1.40946
Cl -3.15746 -4.47414 -2.30122
Cl -2.11701 -0.84338 -1.36912
C 0.25924 1.02231 -2.65442
C -5.68920 -4.95346 -4.28919
C -6.26350 -3.59595 -5.46676
O 0.23501 1.87177 -3.48013
O -6.30405 -5.91882 -4.59219
O -7.08897 -3.85194 -6.26060
C 0.89762 -2.01418 1.21271
C 0.39816 -0.74287 1.91426
C 1.17564 -0.43876 3.20489
P 0.41340 0.57759 0.63720
C -0.50896 2.16157 0.99978
C -0.47189 2.59663 2.47349
C -0.15887 3.35650 0.04754
C 2.13267 1.02704 0.02676
C 3.17530 1.00723 1.15481
C 2.66228 -0.01389 -1.02106
H 1.99049 -1.96318 1.08439
H 0.39924 -2.13987 0.22753
H 0.68243 -2.88949 1.84147
H -0.67264 -0.84380 2.15134
H 2.23881 -0.43641 2.94623
H 0.93817 0.53793 3.64438
H 0.97861 -1.21832 3.96054
H -1.50956 1.73853 0.76256
H 0.54851 2.85178 2.76988
H -1.09681 3.48308 2.64324
H -0.83857 1.85703 3.18924
H 0.10618 3.07978 -0.99459
H -0.91084 4.17362 0.08522
H 0.74022 3.80541 0.47339
H 2.09446 2.04803 -0.41813
H 3.41401 -0.03152 1.44609
H 4.09279 1.52125 0.82993
H 2.87159 1.53885 2.05544
H 2.01721 -0.46671 -1.81910
H 3.38548 0.54801 -1.65229
H 3.18832 -0.80910 -0.43346
*
```

# 3
# C12H21Cl3GeN4PPdSi

A structure of composition C12H21Cl3GeN4PPdSi at a distorted geometry (ωB97M-V with the def2-TZVPD basis set, the OMol25 dataset).

Kohn-Sham gap (spin up / spin down) ... 8.38 / 4.73 eV
LUMO energy (spin up / spin down) ... 0.115 / -4.152 eV
E_HOMO (spin up / spin down) ... -8.261 / -8.879 eV
Strongest force on any atom ... 1.2 eV/A
Calculated total energy ... -133473.594 eV

Structure (ORCA input):
```
! wB97M-V def2-TZVPD RIJCOSX def2/J DEFGRID3
* xyz 0 4
Pd -1.87851 -0.72984 -1.53885
C -0.28593 -1.87742 4.12757
Si -1.67114 -0.78076 3.52592
C -3.28554 -1.28283 4.31070
C -1.28495 0.99687 3.95743
C -1.77888 -0.92380 1.70705
C -1.79529 -1.08253 0.49645
H -0.22808 -1.87297 5.21852
H 0.67333 -1.53288 3.73558
H -0.43354 -2.90698 3.79761
H -3.20307 -1.25869 5.39997
H -3.56935 -2.29354 4.01311
H -4.09068 -0.60696 4.01684
H -1.26200 1.13613 5.04087
H -2.03590 1.67363 3.54552
H -0.31046 1.29004 3.56067
N -1.79294 -3.48763 -3.19974
C -1.85251 -2.48446 -2.62898
Cl -5.20866 2.43639 -3.75002
Ge -4.36183 0.59274 -3.05562
Cl -3.60711 1.12199 -1.04694
Cl -2.42949 0.52952 -4.07371
C 2.92143 1.23634 -2.97471
N 2.18424 2.06307 -2.01783
C 2.68536 1.77858 -0.67229
N 2.62631 0.36589 -0.30912
C 3.34354 -0.41426 -1.31643
N 2.86391 -0.19365 -2.68060
C 1.51719 -0.72955 -2.87899
P 0.31341 0.09200 -1.74924
C 0.74094 1.85251 -2.12104
C 1.24402 -0.08900 -0.16781
H 3.96790 1.54511 -2.94903
H 2.53037 1.41328 -3.97822
H 2.11441 2.36050 0.05323
H 3.72827 2.09785 -0.63003
H 3.25734 -1.47432 -1.07471
H 4.39663 -0.12974 -1.28013
H 1.49546 -1.80383 -2.68631
H 1.20432 -0.57669 -3.91424
H 0.21495 2.50713 -1.42269
H 0.40293 2.10031 -3.12988
H 1.21202 -1.13746 0.13307
H 0.72754 0.47993 0.60705
*
```

# 4
# C12H21F3N2O14Ti

A structure of composition C12H21F3N2O14Ti at a distorted geometry (ωB97M-V with the def2-TZVPD basis set, the OMol25 dataset).

Kohn-Sham gap (spin up / spin down) ... 3.57 / 7.40 eV
LUMO energy (spin up / spin down) ... 2.238 / 2.208 eV
E_HOMO (spin up / spin down) ... -1.332 / -5.193 eV
Strongest force on any atom ... 4.8 eV/A
Calculated total energy ... -75690.485 eV

Structure (ORCA input):
```
! wB97M-V def2-TZVPD RIJCOSX def2/J DEFGRID3
* xyz -1 4
Ti 21.03780 -6.51381 -0.21822
N 24.24834 -6.53912 -1.00391
O 23.45031 -5.95827 -0.30566
O 23.85629 -7.40824 -1.72633
O 25.43996 -6.11698 -1.04225
N 19.57689 -8.00028 -2.71382
O 20.57054 -8.02002 -1.98838
O 19.45306 -8.86564 -3.58322
O 18.69268 -7.19053 -2.51196
C 19.46852 -1.24165 -2.30090
C 19.00389 -2.74237 -2.19884
O 18.41811 -3.09789 -0.94527
C 19.13025 -3.77868 -0.04221
O 20.33164 -4.15834 -0.15969
O 18.39334 -3.97173 1.08818
C 18.99516 -4.51009 2.24456
H 18.75221 -0.59756 -1.79085
H 19.56299 -0.99754 -3.35900
H 20.43404 -1.10532 -1.81380
H 19.81520 -3.41263 -2.48279
H 18.19881 -2.81151 -2.93038
H 19.75546 -3.89698 2.72844
H 19.45652 -5.47371 2.02851
H 18.34142 -4.68918 3.09818
C 25.26109 -6.33845 3.56901
C 23.91654 -6.47660 2.83013
O 23.02901 -7.04270 3.73517
C 21.74262 -7.29136 3.29120
O 21.35336 -6.94143 2.14100
O 21.12080 -7.82506 4.31260
C 19.75699 -8.20140 4.21684
H 25.21413 -5.70993 4.45831
H 25.89509 -5.79177 2.87096
H 25.73130 -7.30499 3.75019
H 24.10705 -7.08254 1.94433
H 23.43325 -5.54808 2.52620
H 19.40692 -8.87893 4.99562
H 19.58251 -8.79130 3.31702
H 19.04917 -7.37309 4.18529
C 18.33728 -11.25768 0.65887
C 18.62030 -9.81377 0.06320
O 17.41977 -9.04351 0.08008
C 17.43915 -7.69507 0.39120
O 18.45387 -7.11083 0.80178
C 16.03352 -7.02805 0.23763
F 15.24069 -7.48326 1.22190
F 16.09131 -5.71701 0.27521
F 15.44914 -7.34867 -0.95896
H 18.34405 -11.33310 1.74623
H 19.12461 -11.91922 0.29752
H 17.39117 -11.60544 0.24408
H 18.86408 -9.89870 -0.99579
H 19.44249 -9.32066 0.58180
*
```

Q: What is the calculated total energy in the second record?
A: -71068.924 eV

Q: Which value of strongest force on any atom does entry 3 give?
A: 1.2 eV/A